#i
The ion C5H10NO2 with charge -1, computed with wB97M-V/def2-TZVPD.

Last column: Mulliken charge in e.
Geometry (Å):
C  -0.3548  0.3516  -2.8611  -0.75
N  0.6636  0.0280  -1.8497  -0.46
C  0.2415  0.4717  -0.4078  0.51
C  -0.5159  -0.7760  0.1674  -0.84
C  -0.8282  -0.9184  1.6883  0.09
O  -1.9702  -1.1427  1.9107  -0.52
C  1.4907  0.9265  0.4142  -0.82
O  1.1914  1.0182  1.6581  -0.85
H  -0.4517  1.4516  -2.8126  0.30
H  -1.2186  -0.3230  -2.7335  0.27
H  0.0517  0.0174  -3.9188  0.25
H  0.9916  -0.9559  -1.8030  0.27
H  -0.5552  1.2384  -0.5779  0.30
H  -1.5081  -0.9069  -0.3161  0.23
H  -0.0057  -1.6677  -0.0328  0.29
H  -0.0146  -0.4756  2.4323  0.28
H  1.7592  1.8545  -0.0737  0.29
H  2.3373  0.2349  0.2287  0.18

Calculated values
net charge = -1
gap between HOMO and LUMO = 0.240 hartree
SMILES = CN[C@H](C[O-])CC=O
HOMO = -2.7 eV

=====

#ii
The ion C5H10NO2 with charge -1, computed with wB97M-V/def2-TZVPD.

Last column: Mulliken charge in e.
Geometry (Å):
C  0.9257  0.0899  1.1236  -0.35
C  1.3008  0.3097  2.5849  -1.31
C  -0.2518  0.9423  0.6949  0.45
N  -0.7636  0.6717  -0.5147  -0.04
C  -0.2249  -0.2205  -1.5435  -0.35
C  -1.3300  -1.0009  -2.3478  -0.53
O  -0.8756  -2.1769  -2.8016  -0.87
O  -0.7138  1.8142  1.4343  -0.74
H  0.6651  -0.9628  1.0174  0.32
H  1.7837  0.2258  0.4642  0.35
H  0.4005  0.3013  3.1944  0.30
H  1.7469  1.2710  2.7978  0.31
H  1.9894  -0.4638  2.9257  0.39
H  -1.5257  1.2472  -0.8393  0.24
H  0.3504  0.3770  -2.2479  0.23
H  0.4006  -1.0327  -1.1803  0.26
H  -1.7013  -0.2818  -3.1311  0.14
H  -2.1764  -1.1107  -1.6309  0.19

Calculated values
net charge = -1
gap between HOMO and LUMO = 0.228 hartree
SMILES = CCC(=O)NCC[O-]
HOMO = -2.6 eV

=====

#ii wins, 2.295 eV ahead of the next structure.

=====

#i
A structure of composition C34H37F6GeNO4P2Zn, computed with wB97M-V/def2-TZVPD.

Last column: Mulliken charge in e.
Geometry (Å):
Zn  -0.9166  1.4168  -0.3234  0.43
C  -3.7789  -2.2477  -1.3716  -1.66
P  -3.2394  -0.8792  0.0022  2.15
C  -4.9829  -0.6231  0.5390  -1.63
C  -2.6123  -2.2014  1.1305  -0.68
C  -3.4076  -2.6972  2.1646  -0.85
C  -2.9573  -3.7031  3.0055  -0.62
C  -1.6955  -4.2484  2.8164  -0.96
C  -0.9046  -3.7774  1.7808  -0.39
C  -1.3410  -2.7599  0.9335  0.43
P  -0.2871  -2.1051  -0.4395  1.25
C  0.1976  -3.6928  -1.2521  -1.47
C  1.2659  -1.7964  0.4893  -1.02
H  -4.2761  -3.1064  -0.9030  0.46
H  -2.8835  -2.5685  -1.9050  0.25
H  -4.4537  -1.7474  -2.0686  0.42
H  -5.5839  -1.5301  0.4483  0.45
H  -5.4094  0.1413  -0.1149  0.24
H  -5.0231  -0.2459  1.5603  0.32
H  -4.3976  -2.2902  2.3219  0.47
H  -3.5933  -4.0588  3.8085  0.37
H  -1.3321  -5.0340  3.4689  0.36
H  0.0791  -4.2090  1.6316  0.19
H  0.6237  -4.4226  -0.5587  0.36
H  0.9423  -3.4605  -2.0165  0.44
H  -0.6726  -4.1323  -1.7427  0.35
H  1.5797  -2.6566  1.0860  0.59
H  1.1319  -0.9327  1.1400  -0.09
H  2.0468  -1.5478  -0.2308  0.34
C  6.1525  3.5060  0.9946  -1.91
C  5.9606  2.6342  -0.2368  0.59
C  6.9957  1.5154  -0.2763  -1.05
C  6.9056  0.7693  -1.5960  -1.17
C  5.4795  0.4126  -1.9184  1.88
C  5.2321  -0.6085  -2.8780  -1.12
C  3.9218  -0.9587  -3.1269  0.42
F  3.6929  -1.9384  -4.0558  -0.42
C  2.8427  -0.3930  -2.4999  -1.50
C  3.0691  0.6286  -1.5264  0.55
C  1.9676  1.2146  -0.8489  1.66
O  0.7876  0.7615  -1.0912  -0.35
C  2.2631  2.2827  0.0893  -1.00
C  3.5536  2.6315  0.2868  -0.16
N  4.6280  2.0428  -0.3230  0.30
C  4.4197  1.0202  -1.2708  -1.12
C  1.2444  3.1045  0.8582  0.26
O  1.6628  3.9202  1.6890  -0.86
O  0.0099  2.9481  0.5686  -0.61
H  7.2007  3.8067  1.0450  0.45
H  5.9062  2.9549  1.9044  0.34
H  5.5458  4.4097  0.9713  0.50
H  6.1156  3.2565  -1.1334  0.15
H  6.7943  0.8364  0.5588  0.31
H  7.9928  1.9393  -0.1302  0.37
H  7.5073  -0.1450  -1.5537  0.39
H  7.3441  1.3840  -2.3936  0.33
H  6.0449  -1.1064  -3.3903  0.43
H  1.8269  -0.6761  -2.7380  0.57
H  3.7487  3.4269  0.9867  0.67
C  -2.0568  2.7958  3.1371  -1.21
Ge  -2.2193  0.8864  2.7069  0.75
C  -3.7176  0.3165  3.8907  -1.56
C  -0.6339  -0.0512  3.3922  -1.01
C  -2.4633  0.6539  0.7955  -1.37
H  -1.8227  2.9181  4.1988  0.35
H  -3.0159  3.2854  2.9437  0.35
H  -1.2830  3.2716  2.5348  0.33
H  -3.4718  0.6396  4.9070  0.47
H  -3.8831  -0.7606  3.9087  0.36
H  -4.6466  0.8111  3.5964  0.39
H  -0.5838  0.0417  4.4800  0.47
H  0.2663  0.3974  2.9667  0.27
H  -0.6543  -1.1117  3.1327  0.18
H  -3.1879  1.4266  0.4907  0.52
F  -6.1004  -0.3463  -4.5511  -0.39
C  -5.0502  0.2394  -3.9316  0.47
C  -5.2459  1.1682  -2.9284  0.33
F  -6.5043  1.4977  -2.5701  -0.42
C  -4.1696  1.7595  -2.2965  0.50
F  -4.4282  2.6647  -1.3318  -0.48
C  -2.8210  1.4639  -2.6139  0.73
O  -1.8238  2.0244  -2.0392  -1.21
C  -2.6779  0.5062  -3.6490  0.29
F  -1.4435  0.1404  -4.0244  -0.38
C  -3.7509  -0.0886  -4.2775  0.19
F  -3.5457  -1.0142  -5.2338  -0.38

Calculated values
net charge = -2
gap between HOMO and LUMO (alpha / beta) = 0.148 / 0.169 hartree
HOMO (alpha / beta) = 0.3 / -0.3 eV

=====

#ii
A structure of composition C34H37F6GeNO4P2Zn, computed with wB97M-V/def2-TZVPD.

Last column: Mulliken charge in e.
Geometry (Å):
Zn  0.1286  0.3053  -1.5337  0.50
C  -0.7928  -3.7269  -4.1139  -1.48
P  -0.7527  -2.0923  -3.2098  1.69
C  -0.2123  -1.0231  -4.6225  -1.53
C  -2.5821  -1.7610  -3.2357  -0.26
C  -3.2618  -1.5434  -4.4382  -0.66
C  -4.6263  -1.3084  -4.4656  -0.72
C  -5.3409  -1.2620  -3.2748  -0.78
C  -4.6897  -1.4856  -2.0736  -0.26
C  -3.3205  -1.7566  -2.0252  -0.31
P  -2.5108  -2.3114  -0.4450  0.94
C  -3.5557  -3.8479  -0.2241  -1.46
C  -3.3501  -1.2231  0.8287  -1.14
H  -1.4430  -3.7083  -4.9935  0.44
H  -1.1423  -4.5010  -3.4252  0.26
H  0.2294  -3.9743  -4.4159  0.37
H  -0.3897  -1.4754  -5.6020  0.43
H  0.8536  -0.8204  -4.5049  0.40
H  -0.7259  -0.0625  -4.5516  0.43
H  -2.7085  -1.5580  -5.3726  0.26
H  -5.1380  -1.1718  -5.4124  0.37
H  -6.4071  -1.0683  -3.2845  0.37
H  -5.2634  -1.4589  -1.1526  0.39
H  -4.5854  -3.6932  -0.5523  0.46
H  -3.5529  -4.1364  0.8277  0.34
H  -3.1205  -4.6651  -0.8060  0.28
H  -4.1573  -1.7784  1.3203  0.40
H  -3.7973  -0.3890  0.2854  0.48
H  -2.8660  0.0919  2.4813  0.58
C  4.8218  5.0671  2.0707  -1.57
C  3.6183  5.7038  1.3737  -0.16
C  2.9096  6.7330  2.2496  -1.04
C  2.3351  6.0634  3.4940  -1.33
C  1.5638  4.8168  3.1323  1.33
C  0.6364  4.2726  4.0636  -1.04
C  -0.0799  3.1533  3.7010  0.26
F  -0.9904  2.6549  4.5915  -0.41
C  0.0755  2.5143  2.4944  -1.04
C  1.0245  3.0152  1.5617  0.06
C  1.3118  2.3140  0.3553  0.83
O  0.9416  1.0900  0.2027  -0.78
C  2.0312  3.0573  -0.6643  -0.14
C  2.6917  4.1749  -0.3148  -0.43
N  2.6677  4.6863  0.9708  0.30
C  1.7508  4.1926  1.9048  -0.19
C  1.9444  2.7088  -2.1437  0.36
O  2.8094  3.1722  -2.8998  -0.77
O  0.9133  2.0331  -2.4787  -0.67
H  5.5317  5.8321  2.4064  0.40
H  5.3286  4.3934  1.3764  0.39
H  4.4964  4.4779  2.9310  0.34
H  3.9677  6.1922  0.4638  0.53
H  2.0930  7.1662  1.6657  0.33
H  3.5996  7.5404  2.5140  0.46
H  1.6739  6.7606  4.0161  0.43
H  3.1465  5.8201  4.1939  0.33
H  0.4857  4.7337  5.0336  0.42
H  -0.4953  1.6289  2.2454  0.76
H  3.2599  4.7313  -1.0509  0.36
C  -1.2867  -3.7561  2.5543  -1.20
Ge  -1.4371  -1.8747  3.1090  0.74
C  0.3725  -1.2715  3.5205  -1.21
C  -2.4920  -1.8636  4.7801  -1.31
C  -2.3539  -0.6501  1.8636  -0.33
H  -0.5302  -4.2308  3.1857  0.40
H  -0.9555  -3.8286  1.5149  0.25
H  -2.2257  -4.3013  2.6725  0.30
H  0.8722  -2.0146  4.1483  0.42
H  0.3698  -0.3081  4.0343  0.31
H  0.9321  -1.1545  2.5880  0.30
H  -2.0255  -2.4885  5.5477  0.36
H  -3.5074  -2.2341  4.6033  0.37
H  -2.5588  -0.8404  5.1626  0.36
H  -1.5567  -0.1285  1.3254  -0.21
F  3.3762  -6.1578  -2.6113  -0.37
C  2.9969  -4.8709  -2.4819  0.72
C  3.2243  -3.9552  -3.4879  0.16
F  3.8409  -4.3608  -4.6114  -0.36
C  2.8365  -2.6366  -3.3547  0.44
F  3.1085  -1.8053  -4.3772  -0.43
C  2.2176  -2.1105  -2.1906  -0.07
O  1.8874  -0.8939  -2.0418  -0.45
C  1.9944  -3.1067  -1.1985  0.33
F  1.3898  -2.7362  -0.0595  -0.26
C  2.3760  -4.4224  -1.3308  0.00
F  2.1515  -5.2935  -0.3326  -0.36

Calculated values
net charge = -2
gap between HOMO and LUMO (alpha / beta) = 0.139 / 0.171 hartree
HOMO (alpha / beta) = 0.5 / -0.4 eV

=====

#i wins, 0.306 eV ahead of the next structure.